Computed, not measured: a 4-piece molecular cluster, C12H40ClN7O2P2 overall in a non-equilibrium geometry, with ωB97M-V with the def2-TZVPD basis set.

Molecular weight in g/mol: 411.900
Multiplicity: 2
HOMO (spin up / spin down) in eV: 0.50 / -5.02
Frontier orbital gap (spin up / spin down) in eV: 1.93 / 7.44
⟨S²⟩: 0.750
Total charge: -1

XYZ file:
```
64
Properties=species:S:1:pos:R:3:lowdin_spin:R:1
N -2.61 -2.64 3.43 0.1643
H -3.43 -2.32 3.92 0.1548
H -2.29 -1.74 3.10 0.0241
H -2.85 -3.19 2.62 0.0251
H -2.00 -2.99 4.16 0.1358
Cl -1.02 -0.15 2.22 0.0755
O -3.25 -3.62 1.17 0.1569
P -3.10 -3.59 -0.33 0.0183
N -3.30 -2.02 -1.00 0.0027
C -3.01 -1.63 -2.35 0.0050
C -3.97 -1.10 -0.14 0.0310
N -4.26 -4.48 -1.21 0.0034
C -5.62 -4.58 -0.58 0.0438
C -4.36 -4.57 -2.71 0.0064
N -1.58 -4.11 -0.92 0.0032
C -0.43 -3.36 -0.43 0.0200
C -1.30 -5.55 -1.23 0.0218
H -2.49 -2.43 -2.88 0.0010
H -2.39 -0.74 -2.45 0.0014
H -3.88 -1.51 -2.99 0.0007
H -4.73 -1.52 0.51 0.0211
H -4.54 -0.35 -0.68 0.0023
H -3.23 -0.52 0.41 0.0030
H -5.49 -4.76 0.49 0.0190
H -6.29 -3.75 -0.78 0.0060
H -6.02 -5.55 -0.89 0.0056
H -4.94 -5.46 -2.95 0.0018
H -4.82 -3.65 -3.06 0.0008
H -3.36 -4.66 -3.13 0.0010
H -0.35 -3.54 0.65 0.0147
H 0.48 -3.66 -0.95 0.0010
H -0.65 -2.33 -0.69 0.0018
H -1.83 -6.19 -0.53 0.0114
H -0.22 -5.71 -1.22 0.0016
H -1.76 -5.84 -2.17 0.0012
O 4.79 1.94 -0.15 0.0004
P 4.03 3.20 0.17 0.0001
N 2.49 2.92 0.85 0.0002
C 1.49 4.03 0.95 0.0015
C 2.24 1.81 1.76 0.0046
N 3.76 4.31 -1.22 0.0000
C 2.82 3.91 -2.19 0.0003
C 4.80 5.22 -1.74 0.0000
N 4.82 4.22 1.35 0.0000
C 5.64 3.59 2.34 0.0001
C 4.30 5.56 1.82 0.0000
H 1.72 4.81 0.23 0.0000
H 1.62 4.50 1.92 0.0001
H 0.50 3.56 0.93 0.0017
H 2.70 0.94 1.29 0.0013
H 1.17 1.65 1.93 0.0014
H 2.79 1.91 2.69 0.0003
H 1.98 3.45 -1.68 0.0003
H 2.49 4.80 -2.73 0.0000
H 3.22 3.21 -2.93 0.0000
H 4.50 6.26 -1.62 0.0000
H 5.76 5.14 -1.23 0.0000
H 5.08 4.98 -2.77 0.0000
H 5.04 2.86 2.89 0.0000
H 6.45 3.07 1.83 0.0000
H 6.04 4.26 3.10 0.0000
H 3.98 6.12 0.94 0.0000
H 5.12 6.14 2.24 0.0000
H 3.55 5.44 2.60 0.0000
```